Entry 1:
The following is a quantum chemistry calculation of a single C6H12BrNOSi molecule at a distorted geometry, from the Open Molecules 2025 dataset.

The geometry in XYZ format:
```
22
C6H12BrNOSi, DFT ωB97M-V with the def2-TZVPD basis set
C -1.809 2.589 -0.112
C -2.664 1.451 -0.142
Si -2.003 -0.075 0.849
Br -3.652 -1.408 1.665
C -0.795 -0.983 -0.364
C 0.478 -1.466 0.458
O 0.262 -2.216 1.450
N 1.873 -1.080 0.204
C 2.044 0.335 0.688
C 2.263 -1.221 -1.227
H -0.871 2.585 0.539
H -2.041 3.489 -0.768
H -3.644 1.432 -0.733
H -1.212 0.390 1.996
H -1.352 -1.821 -0.894
H -0.435 -0.214 -1.139
H 3.160 0.563 0.599
H 1.468 1.079 0.034
H 1.683 0.348 1.776
H 2.794 -0.266 -1.590
H 1.408 -1.452 -1.940
H 3.044 -2.058 -1.348
```

The value obtained for the LUMO energy is 0.01923 Eh. The calculation puts the energy relative to the best compared isomer or geometry (same formula, charge and spin) at 29.64 kcal/mol. Its total charge is 0. Its SMILES is C=C[Si@@H](Br)CC(=O)N(C)C. The gap between HOMO and LUMO is 9.95 eV. The total energy comes out at -87873.24291 eV.

Entry 2:
The following is a quantum chemistry calculation of a molecular structure, C5H8O2, from the Open Molecules 2025 dataset.

The geometry in XYZ format:
```
15
C5H8O2, DFT ωB97M-V with the def2-TZVPD basis set
C -0.930 1.260 -0.498
C -0.130 0.105 0.082
C -0.961 -0.902 0.877
C 0.960 -0.494 -0.826
C 1.893 -0.072 0.295
O 3.040 -0.226 0.593
O 0.938 0.587 0.990
H -0.272 2.004 -0.960
H -1.609 0.883 -1.273
H -1.533 1.763 0.264
H -0.413 -1.848 0.978
H -1.126 -0.488 1.864
H -1.920 -1.105 0.391
H 0.881 -1.558 -1.052
H 1.182 0.090 -1.724
```

The value obtained for the LUMO energy is 0.02687 Eh. The calculation puts the energy relative to the best compared isomer or geometry (same formula, charge and spin) at 4.64 kcal/mol. Its total charge is 0. The gap between HOMO and LUMO is 11.11 eV. The total energy comes out at -9409.63106 eV.

Entry 3:
The following is a quantum chemistry calculation of a molecular structure, C6H11N at a distorted geometry, from the Open Molecules 2025 dataset.

The geometry in XYZ format:
```
18
C6H11N, DFT ωB97M-V with the def2-TZVPD basis set
C -1.490 0.964 -0.285
C -0.701 0.730 1.085
C 0.586 0.102 0.717
C 1.517 -0.975 0.902
C 0.113 -0.778 -0.410
C -0.679 0.201 -1.339
H -2.562 0.769 -0.141
H -1.338 2.026 -0.843
H -0.635 1.699 1.706
H -1.282 -0.029 1.712
H 1.147 0.837 0.173
H 1.100 -1.898 1.437
H 2.565 -0.792 1.242
H 2.032 -0.452 -1.175
H -0.641 -1.523 0.070
H -1.243 -0.348 -2.050
H -0.004 0.729 -2.198
N 1.515 -1.262 -0.603
```

The value obtained for the LUMO energy is 0.04304 Eh. The calculation puts the energy relative to the best compared isomer or geometry (same formula, charge and spin) at 94.95 kcal/mol. Its total charge is 0. The gap between HOMO and LUMO is 9.85 eV. The total energy comes out at -7886.41381 eV.